Record 1
A molecular structure, C29H68BrN9O9P, computed with wB97M-V/def2-TZVPD.

Geometry (Å):
O  -6.4751  5.3842  0.2240
P  -7.7155  4.4755  0.7268
Br  -7.5710  4.7437  2.9394
C  -7.0273  2.6943  0.5707
C  -6.0685  2.5507  -0.6303
C  -4.5921  2.7287  -0.3056
C  -4.2032  1.8805  0.8920
C  -4.9963  2.3647  2.0775
N  -6.4444  2.0303  1.8070
H  -5.8751  5.6847  0.9175
H  -7.9358  2.1238  0.3564
H  -6.2270  1.5701  -1.0878
H  -6.3796  3.2825  -1.3794
H  -3.9526  2.4488  -1.1396
H  -4.3921  3.7780  -0.0725
H  -4.4773  0.8347  0.6981
H  -3.1329  1.9108  1.0829
H  -4.7317  1.9224  3.0362
H  -4.9564  3.4484  2.1620
H  -7.0282  2.2544  2.6148
H  -6.4857  1.0190  1.6708
C  -1.1788  1.6707  -2.3776
O  -1.9582  1.8655  -1.4431
N  -1.4919  1.8831  -3.6536
C  -0.5784  1.5590  -4.7466
C  -2.7948  2.4277  -3.9648
H  -0.1440  1.3438  -2.2269
H  -0.2733  2.4608  -5.2789
H  -1.0589  0.8713  -5.4432
H  0.3165  1.0717  -4.3733
H  -2.9327  3.4086  -3.5052
H  -3.5888  1.7677  -3.6065
H  -2.8810  2.5266  -5.0439
C  -1.0731  -1.5925  -1.7850
O  -0.6991  -1.0913  -2.8279
N  -0.2693  -2.3560  -1.0692
C  -0.6302  -2.9923  0.1825
C  1.0760  -2.4817  -1.5856
H  -2.0544  -1.3895  -1.3218
H  -0.0081  -2.6042  0.9912
H  -0.5029  -4.0727  0.1139
H  -1.6772  -2.7743  0.3980
H  1.5066  -1.4829  -1.6450
H  1.0868  -2.9255  -2.5811
H  1.6731  -3.0793  -0.9034
C  3.1321  -1.2299  1.6893
O  2.1741  -1.1288  0.9474
N  4.3257  -0.6785  1.4196
C  5.4588  -0.8189  2.3130
C  4.4561  0.1059  0.1898
H  3.0969  -1.7572  2.6563
H  5.7878  0.1544  2.6810
H  6.2959  -1.2952  1.7988
H  5.1773  -1.4286  3.1670
H  3.7601  0.9433  0.1913
H  4.2450  -0.5054  -0.6894
H  5.4694  0.5036  0.1210
C  -6.6125  10.5076  -2.3982
O  -7.3688  10.2236  -3.3023
N  -6.2054  9.6226  -1.4591
C  -5.3044  9.9846  -0.3915
C  -6.7107  8.2660  -1.5568
H  -6.1885  11.5159  -2.2608
H  -4.3825  9.3988  -0.4284
H  -5.7660  9.8419  0.5889
H  -5.0405  11.0361  -0.4902
H  -6.4276  7.8184  -2.5103
H  -7.8002  8.2562  -1.5014
H  -6.2988  7.6742  -0.7420
C  -1.8780  -7.0219  -0.3561
O  -0.9174  -6.4131  0.0749
N  -2.9979  -7.2644  0.3535
C  -4.1127  -8.0041  -0.1952
C  -3.0631  -6.7712  1.7169
H  -1.9098  -7.4397  -1.3754
H  -5.0228  -7.4008  -0.2102
H  -4.3114  -8.9101  0.3804
H  -3.8775  -8.2935  -1.2178
H  -2.9615  -5.6855  1.7445
H  -2.2601  -7.1901  2.3236
H  -4.0215  -7.0576  2.1444
C  3.3177  1.4314  -3.6510
O  2.5982  1.3054  -4.6187
N  3.4043  0.4207  -2.7493
C  4.2353  0.4011  -1.5696
C  2.5823  -0.7541  -3.0012
H  3.9182  2.3277  -3.4223
H  4.9119  -0.4524  -1.6121
H  3.6287  0.3157  -0.6649
H  4.8113  1.3246  -1.5165
H  2.8343  -1.2047  -3.9613
H  1.5214  -0.4994  -3.0241
H  2.7635  -1.4747  -2.2079
C  6.8356  -3.0904  -0.7882
O  5.7230  -2.7263  -1.1377
N  7.8981  -2.2678  -0.6660
C  9.2000  -2.7446  -0.2505
C  7.7129  -0.8528  -0.9690
H  7.0662  -4.1393  -0.5421
H  9.5237  -2.2573  0.6708
H  9.9518  -2.5618  -1.0201
H  9.1454  -3.8168  -0.0716
H  6.9552  -0.4209  -0.3145
H  7.3818  -0.7244  -2.0002
H  8.6568  -0.3336  -0.8239
C  5.5873  -2.7164  6.2435
O  5.3148  -1.9522  5.3344
N  5.2366  -4.0141  6.2673
C  5.5843  -4.8876  7.3677
C  4.4871  -4.5459  5.1422
H  6.1555  -2.3986  7.1320
H  6.2070  -5.7183  7.0311
H  4.6919  -5.2966  7.8449
H  6.1415  -4.3192  8.1101
H  5.0492  -4.4402  4.2140
H  3.5404  -4.0186  5.0214
H  4.2910  -5.6001  5.3229

As for the charge: +1. The largest force on an atom comes out at 15.37 eV Å⁻¹. For the total energy, the calculation gives -5230.50849 hartree. The HOMO-LUMO gap is 5.4 eV.

***

Record 2
A single C4H6N2 molecule, computed with wB97M-V/def2-TZVPD.

Geometry (Å):
C  -1.8814  0.0086  -0.0633
C  -0.5296  -0.0723  0.5434
C  0.3872  1.0540  -0.0258
C  0.4705  -1.0587  -0.0813
H  -0.6264  -0.1824  1.6085
H  0.9620  1.6548  0.7739
H  -0.1910  1.8302  -0.5632
H  2.0760  0.1073  -0.8416
H  1.1939  -1.5072  0.6463
H  -0.0161  -1.8470  -0.6202
N  -2.9253  -0.0220  -0.5554
N  1.0802  0.0346  -0.8215

As for the charge: 0. The largest force on an atom comes out at 1.85 eV Å⁻¹. For the total energy, the calculation gives -265.46941 hartree. Its SMILES is N#CC1CNC1. The value obtained for the energy above the lowest of the compared OMol25 structures with the same formula, charge and spin is 41.5 kcal/mol. The HOMO-LUMO gap is 10.2 eV.

***

Record 3
7 unconnected molecules or ions with the total composition C27H68O21S5, computed with wB97M-V/def2-TZVPD.

Geometry (Å):
O  -5.2224  -3.2680  0.3111
S  -5.5609  -2.2376  -0.6033
O  -6.7726  -2.3656  -1.3695
O  -5.5379  -0.7712  0.2342
C  -6.1489  -0.7433  1.5718
C  -7.3222  -1.5296  1.8584
C  -4.0905  -1.9234  -1.7786
H  -6.2976  0.2200  2.0597
H  -5.3738  -0.9825  2.2999
H  -7.7810  -1.1810  2.7836
H  -7.2153  -2.5729  2.1554
H  -8.1067  -1.3000  1.1374
H  -3.3399  -1.3950  -1.1909
H  -4.5251  -1.2539  -2.5210
H  -3.7718  -2.8653  -2.2252
O  -0.3958  -2.9966  -6.5886
S  -0.8599  -2.7987  -8.0152
O  -0.7481  -3.7857  -9.1089
O  -2.4260  -2.1631  -7.9576
C  -3.4282  -3.2119  -8.0384
C  -4.1466  -3.4851  -9.3652
C  0.0267  -1.3278  -8.5875
H  -4.2399  -2.7565  -7.4711
H  -3.0514  -4.1000  -7.5310
H  -3.4469  -4.1709  -9.8429
H  -4.3130  -2.6002  -9.9795
H  -4.9855  -4.1760  -9.2817
H  -0.0773  -0.4797  -7.9107
H  -0.6296  -0.9860  -9.3879
H  0.9576  -1.4655  -9.1376
O  -6.1909  4.0066  0.4062
S  -6.4440  4.8602  -0.7467
O  -5.8174  6.1545  -1.0002
O  -6.2872  3.9761  -2.1491
C  -5.1872  3.0216  -2.2758
C  -5.4001  2.2926  -3.5479
C  -8.2124  5.1497  -0.9459
H  -5.1251  2.3031  -1.4585
H  -4.3554  3.7215  -2.1965
H  -6.4047  1.8834  -3.4403
H  -4.7006  1.4782  -3.7363
H  -5.2449  2.8573  -4.4672
H  -8.2751  5.5567  -1.9551
H  -8.6102  5.8885  -0.2502
H  -8.7496  4.2229  -1.1476
O  4.8968  -1.0064  6.9420
S  4.2326  0.2795  6.7687
O  4.9865  1.5321  6.7661
O  3.3308  0.2878  5.4268
C  3.9081  -0.0662  4.1684
C  5.1638  0.6727  3.8034
C  2.8208  0.3614  7.9330
H  3.1224  0.1940  3.4590
H  4.0313  -1.1324  3.9784
H  5.1366  1.6565  4.2719
H  5.3683  0.6638  2.7328
H  6.0792  0.3040  4.2662
H  2.2304  -0.5547  7.9442
H  2.2808  1.2717  7.6726
H  3.2888  0.6299  8.8801
O  -1.3211  2.2967  2.1800
S  -2.5331  1.5208  2.4471
O  -2.4626  0.0931  2.7023
O  -3.4710  2.2820  3.5874
C  -3.3888  3.6615  3.5360
C  -4.5698  4.1857  4.4221
C  -3.7372  1.7714  1.1159
H  -3.5719  4.1323  2.5702
H  -2.4411  4.1019  3.8458
H  -4.6516  5.2418  4.6794
H  -4.7628  3.6534  5.3535
H  -5.4856  3.9926  3.8634
H  -4.7584  1.7481  1.4963
H  -3.6703  1.0682  0.2857
H  -3.5864  2.7478  0.6557
C  5.5993  -4.1675  1.6048
O  6.5963  -3.3636  2.2350
C  7.1045  -2.3188  1.4218
C  8.3109  -1.6982  2.1995
O  8.0860  -0.8906  3.3124
C  9.0167  -0.9232  4.4210
C  10.3067  -0.0220  4.2640
O  11.1530  -0.2167  3.1581
C  12.1331  0.7581  3.1578
H  4.5848  -3.7863  1.4883
H  5.5778  -4.9945  2.3145
H  5.9292  -4.4924  0.6180
H  6.2369  -1.6758  1.2744
H  7.5177  -2.7587  0.5141
H  8.9281  -1.1739  1.4699
H  8.9357  -2.5565  2.4463
H  9.2865  -1.9494  4.6704
H  8.6131  -0.5270  5.3528
H  10.8708  -0.0610  5.1959
H  10.0272  1.0274  4.1711
H  11.7655  1.4568  2.4063
H  13.0816  0.4239  2.7375
H  12.3380  1.2362  4.1157
C  -1.4395  1.9426  -3.6319
O  -1.7934  0.6023  -3.9740
C  -0.6764  -0.2101  -4.0247
C  0.1176  -0.4063  -2.6895
O  -0.8011  -0.7951  -1.6289
C  -0.3531  -1.4734  -0.5274
C  0.5150  -0.6148  0.2790
O  1.8907  -0.3381  -0.1673
C  2.7840  -1.3564  0.0682
H  -2.3229  2.5774  -3.5628
H  -0.7164  2.4236  -4.2905
H  -1.1320  1.7804  -2.5989
H  -0.0632  0.1150  -4.8652
H  -1.0060  -1.1925  -4.3628
H  0.6856  0.4909  -2.4438
H  0.9068  -1.1490  -2.8070
H  0.1924  -2.3966  -0.7230
H  -1.3254  -1.7979  -0.1565
H  0.5258  -1.2699  1.1501
H  0.1691  0.3950  0.4998
H  2.8736  -1.5638  1.1345
H  3.8007  -1.0675  -0.1983
H  2.5377  -2.3133  -0.3920

As for the charge: 0. The largest force on an atom comes out at 4.41 eV Å⁻¹. For the total energy, the calculation gives -4640.10744 hartree. Its SMILES is CCOS(C)(=O)=O.CCOS(C)(=O)=O.CCOS(C)(=O)=O.CCOS(C)(=O)=O.CCOS(C)(=O)=O.COCCOCCOC.COCCOCCOC. The value obtained for the energy above the lowest of the compared OMol25 structures with the same formula, charge and spin is 141.3 kcal/mol. The HOMO-LUMO gap is 9.7 eV.

***

Record 4
A molecular structure, C20H22AuN2O2S3, computed with wB97M-V/def2-TZVPD.

Geometry (Å):
Au  1.0900  -0.3095  -0.5666
C  0.1002  1.5163  -4.3405
C  0.7982  1.2086  -3.0450
N  0.3997  0.1494  -2.3709
N  -0.6733  -0.5712  -2.8802
C  -1.2325  -1.3755  -2.0658
S  -0.6715  -1.7356  -0.4584
S  -2.6579  -2.2917  -2.5975
C  -3.9596  -1.1595  -1.9758
C  -3.8706  -0.8516  -0.5099
C  -4.0776  -1.8461  0.4418
C  -3.9837  -1.5543  1.7921
C  -3.6850  -0.2614  2.2074
C  -3.4836  0.7358  1.2652
C  -3.5760  0.4389  -0.0887
C  1.8368  2.1141  -2.5993
C  1.9764  3.3523  -3.2750
C  2.9312  4.2687  -2.9288
C  3.8172  3.9748  -1.8853
C  3.7263  2.7856  -1.2092
C  2.7433  1.8387  -1.5408
O  2.7810  0.6946  -0.8926
H  -0.6191  0.7531  -4.5987
H  0.8445  1.6053  -5.1311
H  -0.4132  2.4737  -4.2561
H  -4.8809  -1.6931  -2.2141
H  -3.9347  -0.2503  -2.5738
H  -4.3061  -2.8555  0.1199
H  -4.1570  -2.3333  2.5235
H  -3.6352  -0.0294  3.2639
H  -3.2752  1.7502  1.5806
H  -3.4222  1.2198  -0.8250
H  1.3099  3.5981  -4.0866
H  2.9977  5.2088  -3.4571
H  4.5821  4.6890  -1.6092
H  4.4103  2.5310  -0.4117
O  1.7365  -0.5575  1.3692
S  0.8651  -1.3481  2.3950
C  1.4163  -0.6815  3.9742
C  1.5213  -1.9044  4.8750
C  2.2927  -2.9461  4.0626
C  1.7057  -2.9428  2.6456
H  0.7137  0.0819  4.2997
H  2.3905  -0.2315  3.7721
H  0.5258  -2.2742  5.1319
H  2.0237  -1.6490  5.8064
H  2.2233  -3.9380  4.5043
H  3.3478  -2.6750  4.0235
H  0.9555  -3.7158  2.4857
H  2.4521  -3.0067  1.8541

As for the charge: +1. The largest force on an atom comes out at 0.52 eV Å⁻¹. For the total energy, the calculation gives -2365.29246 hartree. The HOMO-LUMO gap is 7.0 eV.

***

Which of these has the lowest HOMO-LUMO gap? C29H68BrN9O9P

***

The lowest HOMO-LUMO gap belongs to which entry? C29H68BrN9O9P

***

The highest HOMO-LUMO gap belongs to which entry? C4H6N2